Entry 1:
{"formula": "C9H12N5PdS3", "method": "ωB97M-V with the def2-TZVPD basis set", "e_homo_ev": -11.323, "charge": 1, "e_above_lowest_kcal_mol": 0.0, "lumo_energy_ev": -4.032, "homo_lumo_gap_ev": 7.3, "symbols": ["Pd", "C", "S", "C", "S", "N", "N", "C", "C", "C", "C", "C", "C", "N", "H", "H", "H", "H", "H", "H", "H", "H", "N", "C", "N", "S", "H", "H", "H", "H"], "xyz": [[0.19055, -0.12230, 0.34577], [4.63012, 2.26523, -1.04184], [3.22167, 3.32061, -0.66217], [1.98323, 2.19455, -0.21879], [2.29615, 0.46934, -0.23076], [0.85788, 2.75239, 0.12216], [-0.09190, 1.83503, 0.44830], [-1.24614, 2.22596, 0.84414], [-2.23484, 1.18978, 1.14991], [-3.51607, 1.48487, 1.57217], [-4.39423, 0.43893, 1.82910], [-3.96222, -0.86113, 1.65044], [-2.66161, -1.08271, 1.21779], [-1.81786, -0.08825, 0.97595], [5.41919, 2.95393, -1.33834], [4.41217, 1.59535, -1.86948], [4.95316, 1.70718, -0.16704], [-1.46547, 3.28413, 0.92968], [-3.81748, 2.51539, 1.69769], [-5.40147, 0.64364, 2.16507], [-4.61183, -1.70298, 1.84030], [-2.28388, -2.08418, 1.05795], [1.16241, -4.26830, -1.38135], [1.03337, -2.95603, -1.18865], [1.36760, -2.12871, -2.17027], [0.42756, -2.43194, 0.32170], [1.40746, -4.65621, -2.27691], [0.93316, -4.90106, -0.63419], [1.84758, -2.45996, -2.99233], [1.36173, -1.13253, -1.99599]], "atomic_forces_ev_per_a": [[-0.015, -0.004, 0.030], [0.007, 0.001, 0.003], [-0.012, -0.012, 0.021], [-0.077, 0.075, 0.011], [0.000, -0.069, -0.067], [0.120, -0.030, -0.027], [-0.083, 0.033, 0.043], [0.003, -0.030, -0.029], [0.033, 0.002, -0.031], [0.016, 0.002, 0.008], [0.005, -0.020, 0.006], [-0.020, 0.023, 0.012], [-0.001, -0.031, 0.003], [-0.027, 0.059, -0.008], [0.000, 0.001, 0.004], [0.000, 0.003, 0.001], [0.000, -0.005, -0.001], [-0.004, -0.001, -0.003], [0.000, 0.000, 0.003], [-0.002, 0.000, -0.004], [-0.002, 0.002, -0.005], [0.015, 0.011, -0.005], [-0.018, -0.002, 0.010], [-0.005, 0.057, -0.014], [0.037, 0.047, -0.041], [0.054, -0.079, 0.074], [0.054, 0.003, 0.019], [-0.030, -0.003, -0.022], [-0.041, -0.004, 0.008], [-0.007, -0.030, 0.001]], "nbo_charge": [0.58, -0.76, 0.40, -0.07, -0.14, -0.37, -0.22, 0.08, 0.14, -0.20, -0.13, -0.23, 0.08, -0.46, 0.25, 0.23, 0.24, 0.23, 0.24, 0.24, 0.25, 0.23, -0.76, 0.35, -0.76, -0.14, 0.41, 0.43, 0.41, 0.44]}


Entry 2:
{"formula": "C5H10NS", "method": "ωB97M-V with the def2-TZVPD basis set", "e_homo_ev": -13.985, "charge": 1, "e_above_lowest_kcal_mol": 67.5, "lumo_energy_ev": -5.839, "homo_lumo_gap_ev": 8.1, "symbols": ["C", "C", "C", "C", "C", "N", "S", "H", "H", "H", "H", "H", "H", "H", "H", "H", "H"], "xyz": [[1.47862, -0.38535, -1.88021], [1.91111, 0.32417, 0.53205], [0.46829, -0.16276, 0.43789], [-0.41035, 0.63432, 1.40695], [-1.17967, -0.53452, -1.38108], [0.03314, 0.04847, -0.92064], [2.80529, -0.19669, -0.98776], [1.33798, -0.59240, -2.92143], [1.95765, 1.41520, 0.53564], [2.43679, -0.06348, 1.40193], [0.40605, -1.23204, 0.70542], [-0.47542, 1.67676, 1.10635], [0.00887, 0.58066, 2.40748], [-1.41181, 0.21333, 1.43719], [-1.23222, -0.48230, -2.46631], [-1.99888, 0.06874, -0.98078], [-1.30990, -1.57135, -1.05397]], "atomic_forces_ev_per_a": [[-4.615, 1.531, 3.711], [-0.275, 0.015, 0.036], [0.102, -0.203, 0.425], [0.084, -0.124, -0.094], [-0.781, -0.452, -0.152], [5.446, -0.612, -3.225], [-0.191, -0.078, -0.104], [0.129, -0.148, -0.424], [0.070, -0.006, -0.062], [0.055, -0.031, -0.066], [0.100, 0.120, -0.067], [0.032, 0.088, -0.056], [-0.020, -0.023, 0.118], [-0.056, -0.013, 0.024], [-0.055, 0.022, 0.031], [-0.006, -0.078, -0.065], [-0.018, -0.008, -0.030]], "nbo_charge": [-0.08, -0.51, -0.09, -0.61, -0.44, -0.32, 0.67, 0.26, 0.26, 0.27, 0.20, 0.23, 0.24, 0.24, 0.23, 0.24, 0.20]}


Entry 3:
{"formula": "C21H23N3PtS3", "method": "ωB97M-V with the def2-TZVPD basis set", "e_homo_ev": [-19.151, -21.220], "charge": 4, "lumo_energy_ev": [-13.067, -16.468], "homo_lumo_gap_ev": [6.1, 4.8], "spin_multiplicity": 5, "symbols": ["Pt", "C", "C", "C", "C", "N", "C", "C", "C", "C", "C", "C", "N", "C", "C", "C", "C", "C", "N", "H", "H", "H", "H", "H", "H", "H", "H", "H", "H", "H", "C", "C", "S", "C", "C", "S", "C", "C", "S", "H", "H", "H", "H", "H", "H", "H", "H", "H", "H", "H", "H"], "xyz": [[0.40112, -0.50677, 0.08374], [-1.62786, 0.49164, 5.04351], [-1.64833, 1.87532, 4.88834], [-1.20888, 2.45059, 3.67034], [-0.64004, 1.58228, 2.66810], [-0.73515, 0.26237, 2.80988], [-1.17865, -0.28667, 3.97006], [-0.06330, 2.16879, 1.42001], [-0.33328, 3.49844, 1.08264], [0.46559, 4.08224, 0.11167], [1.36565, 3.33763, -0.67541], [1.47513, 1.95430, -0.41531], [0.67503, 1.41393, 0.52976], [2.34137, 1.02577, -1.11463], [3.17492, 1.46869, -2.14823], [4.12936, 0.57193, -2.58936], [4.27219, -0.66719, -1.88661], [3.35111, -1.03643, -0.89276], [2.31835, -0.22080, -0.61212], [-1.87084, 0.00849, 5.95233], [-1.94540, 2.59974, 5.68022], [-1.24273, 3.52538, 3.54041], [-1.12985, -1.37349, 4.04243], [-0.96184, 4.11716, 1.75731], [0.25862, 5.11952, -0.07109], [2.04025, 3.73302, -1.47791], [3.14320, 2.45539, -2.47791], [4.72438, 0.79051, -3.47263], [5.05992, -1.38524, -2.10842], [3.33385, -1.92612, -0.27395], [-0.08325, -1.00667, -3.17597], [0.02235, -2.42622, -2.66189], [0.62217, -2.72291, -0.91609], [-0.53843, -3.91896, -0.04100], [-1.86794, -3.21563, 0.15654], [-1.67907, -1.45295, 0.67822], [-2.90057, -0.53022, -0.27973], [-2.61724, -0.62201, -1.78554], [-1.06612, 0.25981, -2.33651], [-0.37052, -1.06232, -4.20585], [0.96566, -0.58068, -3.14943], [0.87371, -2.87141, -3.12635], [-0.88915, -3.07589, -2.82133], [0.01406, -4.08069, 0.89354], [-0.53638, -4.78291, -0.75688], [-2.30133, -3.54235, 1.16830], [-2.68674, -3.23258, -0.56167], [-2.87801, 0.44132, 0.21660], [-3.84809, -1.00703, -0.05332], [-3.46001, -0.03337, -2.13295], [-2.71897, -1.66676, -2.14310]], "atomic_forces_ev_per_a": [[-2.840, -1.969, 1.636], [0.239, 1.581, -0.096], [0.126, 1.211, -0.229], [0.029, -0.659, 1.132], [-0.697, 0.188, -0.880], [0.743, -0.803, 0.765], [0.910, 0.428, -2.233], [-0.673, -0.785, -0.153], [0.918, 0.217, 1.600], [-0.130, -0.003, -1.515], [0.518, 0.278, 0.141], [-2.127, 1.162, 0.869], [0.991, 2.093, 1.308], [0.563, 0.951, -1.023], [-0.103, -1.961, 1.766], [0.253, -1.847, 0.260], [-0.179, 0.312, -0.129], [-0.373, 0.683, -0.489], [2.218, 0.785, -1.101], [-0.414, -0.291, 0.911], [0.027, -0.966, -0.488], [-0.001, -0.121, 0.185], [-0.126, 0.202, -0.055], [0.455, -0.386, -1.003], [0.424, 0.447, -0.308], [-1.046, 0.230, 1.080], [-0.079, 1.358, -0.767], [0.228, -0.037, 0.317], [-0.001, 0.348, -0.135], [0.524, -0.308, -0.574], [1.776, 0.235, 0.728], [-1.361, -1.194, 1.144], [0.353, -0.845, -0.403], [0.538, 1.135, -1.965], [-1.150, 0.102, 2.959], [-0.233, -0.839, -0.535], [0.953, -0.936, 0.270], [-0.406, 0.596, 0.480], [-0.379, -1.385, 1.356], [-0.342, 0.144, -0.767], [-1.156, -0.131, -0.200], [0.203, -0.422, -1.096], [1.000, 0.765, 0.027], [-0.309, -0.376, -0.303], [-0.314, 0.414, 1.159], [0.237, -0.301, -1.594], [0.424, -0.443, -0.318], [-0.131, 0.228, -0.558], [-0.425, 0.061, -0.116], [-0.013, 0.072, -1.026], [0.357, 0.779, -0.033]], "lowdin_spin": [1.36, 0.16, -0.01, 0.22, 0.15, 0.04, 0.19, 0.04, 0.11, 0.00, 0.11, 0.05, 0.12, 0.02, 0.02, 0.02, 0.02, 0.03, 0.13, 0.01, 0.00, 0.01, 0.01, 0.00, 0.00, 0.00, 0.00, 0.00, 0.00, 0.00, 0.03, 0.01, 0.20, 0.02, 0.04, 0.36, 0.03, 0.04, 0.43, 0.01, 0.00, 0.00, 0.00, 0.00, 0.00, 0.01, 0.00, 0.00, 0.01, 0.01, 0.00]}


The energy results, record by record, are as follows: -1946.23770 -649.11775 -2290.41090 Eh.